Below is C10H10Br2Pd as an isolated structure, with properties calculated with the ωB97M-V functional and the def2-TZVPD basis.

Output
<S²>: 6.01
multiplicity: 5
HOMO-LUMO gap (alpha / beta): 7.460 / 5.187 eV
charge: 0

Last column: Mulliken spin population.
Cartesian coordinates (Å):
1 C -1.1976 -0.8959 -1.2157  0.241
2 C -1.4751 -1.9741 -0.3372  0.150
3 C -2.3533 -1.4641 0.6892  0.161
4 H -0.9623 -2.9213 -0.3674  0.006
5 C -2.6055 -0.0733 0.4154  0.138
6 C -1.8667 0.2842 -0.7426  0.181
7 H -1.8547 1.2417 -1.2206  0.005
8 H -0.5798 -0.9176 -2.1063  0.001
9 H -2.5946 -1.9866 1.6053  0.024
10 H -3.0796 0.6337 1.0680  0.007
11 Pd -0.6323 -0.4288 0.7314  0.932
12 Br 1.2291 -2.2640 1.6747  0.284
13 C 2.2746 1.2346 0.8306  0.356
14 C 1.3849 1.9918 0.0129  0.312
15 C 1.1643 1.2279 -1.2048  0.289
16 H 0.9976 2.9946 0.2253  0.005
17 C 1.8698 -0.0021 -1.0814  0.295
18 C 2.6106 0.0342 0.1599  0.311
19 H 3.3061 -0.7274 0.5058  0.011
20 H 2.5949 1.5208 1.8279  0.002
21 H 0.5225 1.5589 -2.0498  -0.001
22 H 1.8816 -0.8456 -1.7930  0.005
23 Br -0.6345 1.7782 2.3726  0.284


Below is C10H10Br30 as an isolated structure, with properties calculated with the ωB97M-V functional and the def2-TZVPD basis.

Output
HOMO-LUMO gap: 9.429 eV
energy relative to the best compared isomer or geometry (same formula, charge and spin): 0.0 kJ/mol
charge: 0

Last column: Mulliken charge in e.
Cartesian coordinates (Å):
1 C -5.2051 -1.6795 0.2634  -0.347
2 Br -3.3732 -1.4141 0.9920  0.039
3 Br -6.1390 -3.0232 1.3231  -0.058
4 Br -5.2021 -2.0317 -1.5854  -0.017
5 H -5.7473 -0.7027 0.4381  0.336
6 C 3.1986 2.9179 0.4908  -0.403
7 Br 3.0634 1.6695 -1.0510  0.033
8 Br 3.0133 1.8466 2.1687  -0.054
9 Br 2.1107 4.4755 0.3420  0.018
10 H 4.2409 3.2501 0.5563  0.404
11 C -4.9869 3.1989 -2.0609  -0.356
12 Br -5.0161 2.7913 -3.9518  -0.058
13 Br -4.6846 5.0598 -1.6958  -0.015
14 Br -3.9072 2.0007 -0.9955  0.129
15 H -6.0050 3.0661 -1.7768  0.323
16 C 3.6577 -3.8651 -0.6392  0.060
17 Br 3.9625 -4.4345 -2.4852  -0.041
18 Br 4.2603 -2.0304 -0.2663  0.030
19 Br 4.3215 -5.2579 0.5733  -0.063
20 H 2.5892 -3.8066 -0.4134  -0.012
21 C -0.3745 -6.3082 2.4636  -0.425
22 Br 0.5594 -4.6508 2.1488  0.147
23 Br 0.7293 -7.8199 1.9707  -0.048
24 Br -2.0854 -6.2885 1.6258  -0.030
25 H -0.5930 -6.3006 3.5202  0.343
26 C -1.7889 6.2637 2.6392  -0.353
27 Br -2.5378 7.1753 1.1287  -0.002
28 Br 0.0841 6.6732 2.8772  -0.018
29 Br -2.1161 4.3031 2.5892  -0.003
30 H -2.3817 6.5476 3.4741  0.350
31 C -1.3735 0.9778 -4.0926  -0.251
32 Br -2.4026 -0.4764 -3.3819  0.053
33 Br -0.4440 0.5101 -5.7382  -0.033
34 Br -0.1673 1.8360 -2.7325  0.071
35 H -2.0746 1.8087 -4.3571  0.220
36 C 3.1706 1.9564 -5.5495  0.004
37 Br 3.1676 1.6574 -7.4434  -0.041
38 Br 3.8359 3.6372 -4.8334  -0.046
39 Br 4.0048 0.4633 -4.7054  0.001
40 H 2.0509 2.1316 -5.2365  0.009
41 C 0.3816 -0.5483 1.0803  -0.156
42 Br -0.6690 1.0176 0.7932  0.111
43 Br 0.2325 -1.8434 -0.3412  0.091
44 Br -0.0191 -1.3435 2.8971  -0.006
45 H 1.3295 -0.1910 1.1042  0.083
46 C 3.1720 -2.6455 5.6147  -0.394
47 Br 1.3265 -3.0805 6.3732  -0.088
48 Br 3.5016 -0.8051 5.7066  0.022
49 Br 3.4917 -3.5403 3.9159  0.065
50 H 3.8382 -3.1476 6.2625  0.374


Below is a 2-piece molecular cluster, C10H10BrN overall, with properties calculated with the ωB97M-V functional and the def2-TZVPD basis.

Output
HOMO-LUMO gap (alpha / beta): 6.521 / 7.672 eV
energy relative to the best compared isomer or geometry (same formula, charge and spin): 279.8 kJ/mol
charge: 0

Last column: Mulliken charge in e.
Cartesian coordinates (Å):
1 C -2.7794 -1.1975 -0.0905  0.045
2 C 2.3168 1.4646 0.4487  -0.530
3 C 1.3462 2.0680 -0.4405  -0.601
4 C 2.3061 0.0795 0.5088  -0.206
5 C 0.5141 1.2180 -1.1214  -0.409
6 C 1.4212 -0.7481 -0.1165  -0.788
7 C 0.4648 -0.1548 -1.0134  1.167
8 C -1.2511 -0.7385 1.7906  -0.583
9 C -0.3745 -0.8722 -1.8394  -1.255
10 C -1.9984 -0.3202 0.6501  0.342
11 N -3.3586 -2.0897 -0.5012  -0.421
12 Br -2.2819 1.4802 0.2231  -0.018
13 H 2.9524 2.2342 0.9038  0.367
14 H 1.2049 3.0637 -0.3905  0.531
15 H 3.0267 -0.3621 1.2070  0.316
16 H -0.0168 1.7388 -1.9611  0.320
17 H 1.4043 -1.8312 -0.0577  0.382
18 H -1.5670 -1.8554 1.9705  0.302
19 H -0.1935 -0.7227 1.5017  0.006
20 H -1.5356 -0.1222 2.6796  0.327
21 H -1.3002 -0.4452 -2.2316  0.367
22 H -0.3004 -1.8869 -2.1200  0.338


Below is C10H10Cl2Dy as an isolated structure, with properties calculated with the ωB97M-V functional and the def2-TZVPD basis.

Output
<S²>: 9.34
multiplicity: 6
HOMO-LUMO gap (alpha / beta): 7.501 / 7.520 eV
charge: -1

Last column: Mulliken spin population.
Cartesian coordinates (Å):
1 C 0.7033 -0.7376 2.8138  0.002
2 C -0.2426 0.2645 2.4387  0.003
3 C 0.4712 1.3040 1.7421  -0.008
4 H -1.2810 0.2876 2.7753  0.002
5 C 1.8503 0.9244 1.6785  0.006
6 C 1.9796 -0.3504 2.3163  -0.007
7 H 2.9129 -0.8767 2.4960  0.002
8 H 0.5005 -1.6187 3.4277  0.000
9 H 0.0783 2.2551 1.4117  -0.001
10 H 2.6781 1.4991 1.2605  0.001
11 Dy 0.3533 -0.3808 -0.4096  4.996
12 Cl 0.1530 -2.8218 -0.0466  0.008
13 C -0.8704 -1.1047 -2.4699  0.021
14 C -0.2620 0.1673 -2.7186  -0.001
15 C -0.9837 1.1605 -1.9756  -0.011
16 H 0.5572 0.3383 -3.4118  0.002
17 C -2.0573 0.5048 -1.2981  -0.012
18 C -1.9910 -0.8884 -1.6015  -0.004
19 H -2.7356 -1.6389 -1.3415  0.000
20 H -0.5932 -2.0462 -2.9445  0.001
21 H -0.7915 2.2359 -2.0008  0.000
22 H -2.8724 0.9909 -0.7585  0.001
23 Cl 2.4429 0.5317 -1.3838  0.000


Below is C10H10Cl3CoNO2 as an isolated structure, with properties calculated with the ωB97M-V functional and the def2-TZVPD basis.

Output
<S²>: 3.78
multiplicity: 4
HOMO-LUMO gap (alpha / beta): 2.898 / 3.384 eV
charge: -2

Last column: Mulliken spin population.
Cartesian coordinates (Å):
1 C -2.2531 0.4654 0.1666  0.116
2 C -1.6632 1.6275 -0.4290  -0.001
3 C -0.8102 2.2510 0.5511  0.047
4 C -0.8513 1.4317 1.7307  0.079
5 C -1.7297 0.3335 1.4818  -0.022
6 Co -0.2444 0.4216 0.1743  2.371
7 C 0.5339 0.5776 -2.0472  0.431
8 C -0.1579 -0.7335 -2.0498  -0.054
9 C -0.8963 -1.2389 -3.1115  -0.023
10 N -0.1956 -1.2264 -0.7923  0.111
11 H -0.2329 3.1725 0.4175  0.006
12 H -1.9110 2.0203 -1.4123  -0.021
13 H -0.3210 1.6007 2.6666  0.010
14 H -2.0517 -0.3958 2.2126  0.002
15 H -3.0202 -0.1794 -0.2762  -0.001
16 H 0.0820 1.3870 -2.6354  -0.032
17 H 0.1145 -2.1721 -0.5760  0.018
18 H 1.6341 0.5223 -1.9896  -0.068
19 H -0.8188 -0.7173 -4.0581  -0.010
20 H -1.5853 -2.0611 -2.9357  0.006
21 Cl 5.5392 0.5768 0.6098  0.003
22 C 3.9413 1.2254 1.0063  0.003
23 Cl 3.7453 1.3509 2.7696  0.001
24 Cl 3.6908 2.8033 0.2279  0.003
25 C 2.7585 0.2639 0.4062  0.013
26 O 3.0875 -0.5980 -0.4037  0.016
27 O 1.5861 0.5139 0.8667  -0.006


Below is C10H10ClF6IN2O4S2 as an isolated structure, with properties calculated with the ωB97M-V functional and the def2-TZVPD basis.

Output
HOMO-LUMO gap: 6.571 eV
charge: 0

Last column: Mulliken charge in e.
Cartesian coordinates (Å):
1 C -3.0995 4.1730 0.2693  -0.904
2 C -2.5377 4.0154 -1.2027  -0.567
3 C -1.0402 3.5284 -1.2927  -0.378
4 Cl -0.6573 2.7793 -2.9224  -0.103
5 C -0.5770 2.6179 -0.1071  0.550
6 N 0.4713 3.0793 0.6569  0.016
7 C 0.9466 2.3838 1.7540  -0.240
8 C 0.3606 1.1322 2.1572  -0.565
9 C -0.7557 0.5737 1.3697  -0.121
10 C -1.2321 1.3597 0.2156  -0.264
11 I -2.8987 0.5322 -0.8663  0.228
12 H -3.7455 3.2848 0.5173  0.224
13 H -2.3169 4.2775 1.0639  0.259
14 H -3.6951 5.1304 0.2853  0.316
15 H -3.1911 3.3001 -1.7712  0.289
16 H -2.6003 5.0148 -1.7048  0.433
17 H -0.4021 4.4607 -1.2597  0.325
18 H 0.9011 3.9724 0.3954  0.295
19 H 1.7772 2.8502 2.3283  0.387
20 H 0.7309 0.5907 3.0530  0.395
21 H -1.2452 -0.3983 1.6046  0.372
22 C 1.5473 -2.1107 -2.1463  0.640
23 F 0.9910 -0.9732 -2.6050  -0.231
24 F 1.3837 -3.0395 -3.1036  -0.232
25 F 2.8729 -1.8898 -2.0595  -0.242
26 S 0.8335 -2.6400 -0.5476  1.091
27 O -0.5678 -2.8519 -0.8298  -0.677
28 O 1.1143 -1.5392 0.3562  -0.615
29 N 1.7146 -3.9359 -0.3678  -0.382
30 S 1.4110 -4.7407 0.9700  1.034
31 O 0.1389 -5.4134 1.0314  -0.638
32 O 1.8291 -4.1091 2.1981  -0.654
33 C 2.6296 -6.0785 0.7010  0.646
34 F 3.8864 -5.6030 0.5971  -0.237
35 F 2.3891 -6.7583 -0.4362  -0.236
36 F 2.6331 -6.9750 1.6983  -0.214


The following electronic energy values (in Ha) correspond, in order, to the records above: -5662.76578 -77607.32335 -3015.66626 -2192.67750 -3355.46471 -2950.87629.
The following max |F| values (in eV Å⁻¹) correspond, in order, to the records above: 8.570 3.220 5.560 3.321 6.653 2.833.